Molecular formula: C25H72N8O11
Method: DFT, ωB97M-V/def2-TZVPD

Each atom is followed by the atoms it is bonded to, with distances in Å.
Cartesian coordinates (Å):
1 C -3.802 3.497 1.587  O2 1.222, N3 1.359, N4 1.379
2 O -4.841 3.960 1.139  C1 1.222
3 N -3.399 3.585 2.881  C1 1.359, H5 1.004, H6 1.005
4 N -2.914 2.742 0.849  C1 1.379, H7 1.004, H8 1.015
5 H -2.509 3.156 3.062  N3 1.004
6 H -4.100 3.782 3.574  N3 1.005
7 H -3.035 2.795 -0.146  N4 1.004
8 H -2.194 2.122 1.206  N4 1.015
9 C 1.966 -1.191 -3.143  O10 1.236, N11 1.343, N12 1.362
10 O 0.986 -1.347 -2.407  C9 1.236
11 N 2.034 -0.329 -4.170  C9 1.343, H13 1.008, H14 1.002
12 N 3.154 -1.827 -2.945  C9 1.362, H15 1.009, H16 1.002
13 H 1.249 0.297 -4.258  N11 1.008
14 H 2.770 -0.191 -4.835  N11 1.002
15 H 3.099 -2.632 -2.340  N12 1.009
16 H 3.956 -1.738 -3.540  N12 1.002
17 C 4.062 0.623 3.028  O18 1.234, N19 1.353, N20 1.363
18 O 4.036 -0.054 4.059  C17 1.234
19 N 2.940 1.093 2.436  C17 1.353, H21 1.006, H22 1.015
20 N 5.153 0.910 2.263  C17 1.363, H23 1.000, H24 1.004
21 H 2.117 0.919 2.988  N19 1.006
22 H 2.985 1.684 1.612  N19 1.015
23 H 4.973 1.500 1.476  N20 1.000
24 H 6.069 0.726 2.629  N20 1.004
25 C -0.300 0.462 0.589  O26 1.243, N27 1.354, N28 1.359
26 O -0.688 1.246 1.473  C25 1.243
27 N 0.817 -0.290 0.733  C25 1.354, H29 1.001, H30 1.005
28 N -0.841 0.235 -0.636  C25 1.359, H31 1.004, H32 1.019
29 H 1.195 -0.408 1.653  N27 1.001
30 H 1.215 -0.666 -0.110  N27 1.005
31 H -0.489 -0.579 -1.106  N28 1.004
32 H -1.561 0.809 -1.073  N28 1.019
33 C -3.803 -0.322 1.921  C34 1.520, H37 1.091, H38 1.088, H39 1.094
34 C -3.828 -1.841 1.975  C33 1.520, C35 1.496, O36 1.439, H40 1.097
35 C -2.680 -2.491 1.271  C34 1.496, H41 1.092, H42 1.096, H43 1.094
36 O -3.828 -2.050 3.399  C34 1.439, H44 0.965
37 H -2.960 0.113 2.459  C33 1.091
38 H -4.767 0.100 2.201  C33 1.088
39 H -3.599 0.035 0.907  C33 1.094
40 H -4.845 -2.174 1.734  C34 1.097
41 H -1.702 -2.173 1.636  C35 1.092
42 H -2.651 -2.256 0.200  C35 1.096
43 H -2.705 -3.583 1.214  C35 1.094
44 H -3.912 -2.999 3.548  O36 0.965
45 C 0.762 -2.400 4.018  C46 1.514, H49 1.101, H50 1.092, H51 1.087
46 C 1.335 -2.555 5.411  C45 1.514, C47 1.525, O48 1.485, H52 1.090
47 C 1.319 -3.979 5.955  C46 1.525, H53 1.095, H54 1.086, H55 1.089
48 O 2.773 -2.449 5.060  C46 1.485, H56 0.969
49 H -0.318 -2.229 4.149  C45 1.101
50 H 0.847 -3.356 3.497  C45 1.092
51 H 1.191 -1.673 3.333  C45 1.087
52 H 1.163 -1.721 6.091  C46 1.090
53 H 1.879 -3.850 6.888  C47 1.095
54 H 1.946 -4.630 5.353  C47 1.086
55 H 0.349 -4.366 6.264  C47 1.089
56 H 2.925 -1.600 4.618  O48 0.969
57 C 2.490 3.188 -2.159  C58 1.528, H61 1.092, H62 1.094, H63 1.088
58 C 2.459 1.957 -1.254  C57 1.528, C59 1.548, O60 1.434, H64 1.094
59 C 3.799 1.187 -1.164  C58 1.548, H65 1.091, H66 1.087, H67 1.092
60 O 2.314 2.460 0.081  C58 1.434, H68 0.969
61 H 1.666 3.851 -1.887  C57 1.092
62 H 2.295 2.824 -3.172  C57 1.094
63 H 3.402 3.776 -2.081  C57 1.088
64 H 1.696 1.217 -1.513  C58 1.094
65 H 3.588 0.312 -0.549  C59 1.091
66 H 4.623 1.772 -0.760  C59 1.087
67 H 4.050 0.838 -2.168  C59 1.092
68 H 1.517 3.010 0.096  O60 0.969
69 C 2.486 -4.127 -0.210  C70 1.549, H73 1.099, H74 1.089, H75 1.090
70 C 3.865 -3.644 0.303  C69 1.549, C71 1.535, O72 1.418, H76 1.097
71 C 3.777 -2.669 1.485  C70 1.535, H77 1.090, H78 1.089, H79 1.093
72 O 4.738 -4.675 0.733  C70 1.418, H80 0.962
73 H 2.677 -4.688 -1.136  C69 1.099
74 H 1.859 -3.284 -0.498  C69 1.089
75 H 2.031 -4.907 0.399  C69 1.090
76 H 4.326 -3.086 -0.521  C70 1.097
77 H 3.149 -3.026 2.302  C71 1.090
78 H 3.591 -1.618 1.268  C71 1.089
79 H 4.788 -2.736 1.896  C71 1.093
80 H 4.689 -5.434 0.143  O72 0.962
81 C -0.447 -3.173 -5.494  C82 1.542, H85 1.093, H86 1.089, H87 1.092
82 C -1.645 -2.955 -4.547  C81 1.542, C83 1.513, O84 1.398, H88 1.098
83 C -2.894 -3.503 -5.203  C82 1.513, H89 1.091, H90 1.097, H91 1.086
84 O -1.385 -3.527 -3.299  C82 1.398, H92 0.962
85 H 0.293 -2.382 -5.350  C81 1.093
86 H -0.784 -3.232 -6.528  C81 1.089
87 H 0.123 -4.074 -5.259  C81 1.092
88 H -1.770 -1.866 -4.492  C82 1.098
89 H -3.725 -3.314 -4.521  C83 1.091
90 H -2.764 -4.592 -5.226  C83 1.097
91 H -3.089 -3.258 -6.244  C83 1.086
92 H -1.019 -2.817 -2.762  O84 0.962
93 C -1.365 6.254 0.117  C94 1.526, H97 1.091, H98 1.096, H99 1.089
94 C -0.306 5.444 0.857  C93 1.526, C95 1.517, O96 1.400, H100 1.099
95 C -0.360 5.657 2.359  C94 1.517, H101 1.091, H102 1.088, H103 1.094
96 O -0.216 4.106 0.458  C94 1.400, H104 0.970
97 H -1.270 7.319 0.338  C93 1.091
98 H -2.342 5.951 0.511  C93 1.096
99 H -1.345 6.161 -0.967  C93 1.089
100 H 0.616 5.959 0.552  C94 1.099
101 H -0.123 6.713 2.497  C95 1.091
102 H 0.365 5.072 2.922  C95 1.088
103 H -1.373 5.413 2.692  C95 1.094
104 H -1.067 3.674 0.637  O96 0.970
105 C -4.392 0.332 -2.330  C106 1.552, H109 1.089, H110 1.095, H111 1.092
106 C -3.607 1.359 -3.190  C105 1.552, C107 1.504, O108 1.444, H112 1.093
107 C -4.310 2.683 -3.304  C106 1.504, H113 1.087, H114 1.090, H115 1.101
108 O -2.336 1.613 -2.555  C106 1.444, H116 0.963
109 H -4.809 0.739 -1.410  C105 1.089
110 H -3.762 -0.523 -2.064  C105 1.095
111 H -5.181 -0.176 -2.887  C105 1.092
112 H -3.382 0.753 -4.071  C106 1.093
113 H -4.091 3.496 -2.616  C107 1.087
114 H -5.382 2.549 -3.446  C107 1.090
115 H -3.938 3.162 -4.224  C107 1.101
116 H -1.789 2.046 -3.219  O108 0.963

Properties
Calculated total energy   -61538.898 eV
Relative energy (zero: lowest compared OMol25 entry of this formula, charge and spin)   79.3 kcal per mole
Lowest unoccupied orbital energy   -0.23 eV
SMILES string   NC(N)=O.NC(N)=O.NC(N)=O.NC(N)=O.CC(C)O.CC(C)O.CC(C)O.CC(C)O.CC(C)O.CC(C)O.CC(C)O
HOMO level   -9.040 eV

Molecular formula: C25H73N13O13
Method: DFT, ωB97M-V/def2-TZVPD

Each atom is followed by the atoms it is bonded to, with distances in Å.
Cartesian coordinates (Å):
1 C 15.019 9.188 18.033  O2 1.430, H3 1.102, H4 1.091, H5 1.097
2 O 15.941 8.675 18.998  C1 1.430, H6 0.960
3 H 15.310 10.180 17.650  C1 1.102
4 H 14.941 8.451 17.233  C1 1.091
5 H 14.012 9.284 18.458  C1 1.097
6 H 15.927 7.721 18.889  O2 0.960
7 C 20.072 7.515 15.397  O8 1.389, H9 1.100, H10 1.097, H11 1.094
8 O 19.126 6.577 15.003  C7 1.389, H12 0.962
9 H 20.693 7.856 14.556  C7 1.100
10 H 19.604 8.384 15.876  C7 1.097
11 H 20.750 7.073 16.133  C7 1.094
12 H 18.562 6.984 14.338  O8 0.962
13 C 18.838 13.476 22.843  O14 1.253, N15 1.412, N16 1.415
14 O 18.385 12.394 22.403  C13 1.253
15 N 19.701 13.534 23.959  C13 1.412, H17 1.010, H18 1.017
16 N 18.550 14.706 22.206  C13 1.415, H19 1.014, H20 1.015
17 H 20.147 14.393 24.246  N15 1.010
18 H 20.034 12.663 24.364  N15 1.017
19 H 17.891 14.684 21.435  N16 1.014
20 H 18.722 15.564 22.720  N16 1.015
21 C 17.593 6.049 18.806  O22 1.263, N23 1.450, N24 1.458
22 O 16.403 6.164 18.398  C21 1.263
23 N 18.719 6.518 18.022  C21 1.450, H25 1.020, H26 1.019
24 N 17.858 5.626 20.176  C21 1.458, H27 1.022, H28 1.020
25 H 18.602 6.487 17.009  N23 1.020
26 H 19.659 6.401 18.398  N23 1.019
27 H 18.852 5.605 20.414  N24 1.022
28 H 17.075 5.264 20.721  N24 1.020
29 C 21.253 12.718 16.494  O30 1.243, N31 1.407, N32 1.489
30 O 20.662 11.742 15.999  C29 1.243
31 N 21.286 13.023 17.867  C29 1.407, H33 1.019, H34 1.018
32 N 22.170 13.527 15.645  C29 1.489, H35 1.022, H36 1.019
33 H 20.871 12.420 18.576  N31 1.019
34 H 21.697 13.865 18.266  N31 1.018
35 H 22.101 13.365 14.639  N32 1.022
36 H 22.570 14.385 16.024  N32 1.019
37 C 21.217 6.748 21.430  O38 1.266, N39 1.439, N40 1.448
38 O 20.846 5.862 20.605  C37 1.266
39 N 22.184 6.425 22.446  C37 1.439, H41 1.024, H42 1.022
40 N 20.805 8.131 21.309  C37 1.448, H43 1.018, H44 1.014
41 H 22.463 7.154 23.108  N39 1.024
42 H 22.491 5.461 22.588  N39 1.022
43 H 20.127 8.366 20.586  N40 1.018
44 H 21.142 8.843 21.947  N40 1.014
45 C 18.941 10.422 19.311  O46 1.263, N47 1.435, N48 1.393
46 O 19.984 11.116 19.467  C45 1.263
47 N 18.124 10.104 20.446  C45 1.435, H49 1.027, H50 1.015
48 N 18.626 9.861 18.075  C45 1.393, H51 1.019, H52 1.007
49 H 18.175 10.832 21.167  N47 1.027
50 H 17.228 9.649 20.298  N47 1.015
51 H 19.117 10.139 17.226  N48 1.019
52 H 17.799 9.285 18.091  N48 1.007
53 C 22.881 9.113 18.928  O54 1.390, H62 1.102, H63 1.099, H64 1.103
54 O 23.820 9.024 17.907  C53 1.390, C55 1.423
55 C 23.244 9.058 16.606  O54 1.423, C56 1.560, H65 1.094, H66 1.101
56 C 24.384 8.750 15.587  C55 1.560, N57 1.444, H67 1.121, H68 1.097
57 N 23.910 8.330 14.290  C56 1.444, C58 1.440, H69 1.015
58 C 23.685 6.925 14.068  N57 1.440, C59 1.496, H70 1.099, H71 1.103
59 C 23.544 6.450 12.657  C58 1.496, O60 1.407, H72 1.113, H73 1.109
60 O 24.775 6.613 11.996  C59 1.407, C61 1.398
61 C 24.759 6.158 10.674  O60 1.398, H74 1.090, H75 1.110, H76 1.098
62 H 22.378 10.094 18.958  C53 1.102
63 H 23.407 8.880 19.864  C53 1.099
64 H 22.112 8.331 18.809  C53 1.103
65 H 22.869 10.068 16.417  C55 1.094
66 H 22.388 8.369 16.543  C55 1.101
67 H 25.000 7.950 16.077  C56 1.121
68 H 25.101 9.575 15.493  C56 1.097
69 H 24.471 8.762 13.563  N57 1.015
70 H 22.657 6.750 14.414  C58 1.099
71 H 24.327 6.251 14.659  C58 1.103
72 H 22.745 7.055 12.174  C59 1.113
73 H 23.190 5.399 12.669  C59 1.109
74 H 25.780 6.228 10.301  C61 1.090
75 H 24.139 6.807 10.020  C61 1.110
76 H 24.431 5.117 10.556  C61 1.098
77 C 17.323 11.990 15.376  O78 1.417, H86 1.103, H87 1.088, H88 1.106
78 O 16.801 12.005 14.059  C77 1.417, C79 1.398
79 C 15.893 13.012 13.718  O78 1.398, C80 1.478, H89 1.105, H90 1.106
80 C 15.807 13.100 12.245  C79 1.478, N81 1.481, H91 1.109, H92 1.097
81 N 15.171 11.844 11.787  C80 1.481, C82 1.472, H93 1.011
82 C 14.949 11.745 10.335  N81 1.472, C83 1.500, H94 1.118, H95 1.102
83 C 14.304 10.443 9.963  C82 1.500, O84 1.405, H96 1.109, H97 1.110
84 O 15.205 9.384 10.160  C83 1.405, C85 1.409
85 C 14.805 8.187 9.534  O84 1.409, H98 1.106, H99 1.106, H100 1.096
86 H 18.062 12.782 15.586  C77 1.103
87 H 17.767 11.011 15.543  C77 1.088
88 H 16.496 12.124 16.100  C77 1.106
89 H 16.377 13.984 13.923  C79 1.105
90 H 14.936 12.966 14.272  C79 1.106
91 H 16.804 13.367 11.839  C80 1.109
92 H 15.112 13.931 12.078  C80 1.097
93 H 15.597 11.039 12.226  N81 1.011
94 H 15.887 11.855 9.737  C82 1.118
95 H 14.248 12.566 10.113  C82 1.102
96 H 13.989 10.466 8.900  C83 1.109
97 H 13.395 10.297 10.583  C83 1.110
98 H 14.691 8.311 8.441  C85 1.106
99 H 13.849 7.796 9.931  C85 1.106
100 H 15.575 7.427 9.709  C85 1.096
101 C 9.693 10.288 24.784  O102 1.387, H110 1.091, H111 1.101, H112 1.097
102 O 9.936 10.169 23.424  C101 1.387, C103 1.421
103 C 9.652 11.342 22.673  O102 1.421, C104 1.468, H113 1.104, H114 1.108
104 C 10.062 11.106 21.283  C103 1.468, N105 1.439, H115 1.098, H116 1.093
105 N 11.408 10.624 21.124  C104 1.439, C106 1.462, H117 1.000
106 C 12.426 11.672 21.163  N105 1.462, C107 1.484, H118 1.115, H119 1.095
107 C 13.827 11.194 21.273  C106 1.484, O108 1.383, H120 1.114, H121 1.105
108 O 14.127 10.742 22.545  C107 1.383, C109 1.390
109 C 15.359 10.099 22.602  O108 1.390, H122 1.098, H123 1.097, H124 1.099
110 H 10.048 9.356 25.227  C101 1.091
111 H 8.613 10.359 24.984  C101 1.101
112 H 10.190 11.141 25.263  C101 1.097
113 H 10.238 12.165 23.118  C103 1.104
114 H 8.584 11.635 22.680  C103 1.108
115 H 9.953 12.023 20.689  C104 1.098
116 H 9.375 10.376 20.847  C104 1.093
117 H 11.618 9.886 21.765  N105 1.000
118 H 12.227 12.367 22.012  C106 1.115
119 H 12.395 12.253 20.235  C106 1.095
120 H 14.545 11.975 20.933  C107 1.114
121 H 13.934 10.360 20.555  C107 1.105
122 H 15.404 9.136 22.079  C109 1.098
123 H 15.594 9.923 23.659  C109 1.097
124 H 16.155 10.752 22.217  C109 1.099

Properties
Calculated total energy   -73097.267 eV
Relative energy (zero: lowest compared OMol25 entry of this formula, charge and spin)   4.4 kcal per mole
Lowest unoccupied orbital energy   0.35 eV
SMILES string   COCCNCCOC.COCCNCCOC.COCCNCCOC.NC(N)=O.NC(N)=O.NC(N)=O.NC(N)=O.NC(N)=O.CO.CO
HOMO level   -8.327 eV